# 1
135
Properties=species:S:1:pos:R:3:forces:R:3:lowdin_charge:R:1 method="wB97M-V/def2-TZVPD" e_tot_ha=-2325.2938 total_charge=0 lumo_ev=0.06
C -26.6776 -51.3135 22.0639 -0.06 0.70 -0.24 -0.08
C -26.6852 -50.2948 23.2282 -0.89 -1.17 -0.92 -0.34
O -25.6711 -50.6742 24.1015 1.08 0.26 0.72 -0.08
H -26.9935 -52.3027 22.3950 0.01 0.10 0.15 0.07
H -25.6996 -51.4157 21.5935 0.23 0.10 0.35 0.07
H -27.3213 -51.0067 21.2395 -0.34 0.07 0.16 0.06
H -27.6299 -50.4010 23.7614 -0.40 0.17 -0.11 0.10
H -26.5936 -49.2481 22.9384 0.12 -0.03 -0.43 0.11
H -25.4049 -49.8711 24.5551 0.26 -0.19 0.32 0.08
C -29.4691 -44.3204 26.8323 -1.17 -1.09 -0.03 -0.08
C -30.2137 -44.8960 28.0584 -0.89 0.03 -3.39 -0.39
O -29.4684 -44.5261 29.1038 1.25 0.85 3.57 -0.05
H -30.0237 -44.5957 25.9352 0.17 0.04 -0.29 0.06
H -28.4920 -44.8032 26.8203 0.13 0.45 -0.17 0.07
H -29.4478 -43.2330 26.9054 0.33 -0.11 0.03 0.07
H -30.3195 -45.9792 27.9991 0.16 -0.22 -0.10 0.11
H -31.2302 -44.5026 28.0654 -0.19 0.14 0.19 0.11
H -29.9836 -43.9563 29.6796 0.21 -0.08 0.18 0.10
C -18.5552 -36.2393 15.0676 -0.73 -0.69 0.03 -0.10
C -17.7469 -35.0397 15.4635 0.28 -0.19 -1.39 -0.36
O -18.4351 -34.3925 16.4868 -0.09 0.41 0.94 -0.07
H -18.7692 -36.8531 15.9425 0.09 -0.04 0.11 0.07
H -18.1465 -36.9039 14.3064 0.47 0.27 0.03 0.07
H -19.5257 -35.9296 14.6798 -0.05 0.19 0.05 0.08
H -17.6810 -34.3645 14.6104 0.12 0.10 -0.32 0.11
H -16.7174 -35.2897 15.7201 0.08 -0.21 0.34 0.11
H -17.8959 -33.6372 16.7325 -0.17 0.17 0.23 0.09
C -17.8742 -47.3696 25.2037 0.69 -0.23 0.43 -0.09
C -17.3007 -47.9447 26.4845 0.23 -0.69 -0.28 -0.35
O -18.2482 -48.0090 27.5300 -0.40 0.72 0.25 -0.08
H -18.1160 -46.3089 25.2701 -0.50 -0.17 0.22 0.07
H -18.6821 -48.0206 24.8695 -0.12 0.45 -0.22 0.08
H -17.0323 -47.4002 24.5120 -0.17 -0.23 -0.40 0.07
H -16.3756 -47.4236 26.7312 -0.06 0.34 0.43 0.11
H -17.0099 -48.9791 26.3012 0.27 -0.15 -0.40 0.10
H -17.8106 -48.2965 28.3346 0.04 -0.03 -0.01 0.08
C -23.7400 -42.8488 22.2963 -0.36 0.45 0.46 -0.10
C -22.5309 -42.4199 21.4818 -0.49 -1.03 0.77 -0.34
O -22.9764 -41.7528 20.3326 0.24 0.56 -0.55 -0.07
H -24.2985 -41.9340 22.4947 -0.16 0.07 0.13 0.07
H -23.4722 -43.2532 23.2724 0.15 -0.19 -0.04 0.07
H -24.4509 -43.5197 21.8141 0.36 -0.13 -0.27 0.07
H -21.9383 -43.2862 21.1875 0.11 -0.01 -0.12 0.11
H -21.9202 -41.8120 22.1494 0.22 0.27 -0.25 0.11
H -22.7699 -40.8197 20.4235 -0.06 0.03 -0.12 0.08
C -29.2291 -38.5090 22.4364 -1.21 -0.27 -0.39 -0.07
C -30.3481 -39.5654 22.0051 2.06 1.91 -0.16 -0.32
O -31.2967 -39.6834 23.0187 -0.13 -0.47 0.76 -0.08
H -28.6249 -38.1855 21.5888 -0.05 -0.31 -0.22 0.06
H -28.5374 -38.8518 23.2059 -0.26 -0.35 0.02 0.06
H -29.6987 -37.5961 22.8027 -0.19 -0.07 0.12 0.06
H -29.7835 -40.4630 21.7530 -0.39 -0.48 0.12 0.10
H -30.8687 -39.1993 21.1202 0.31 0.06 -0.36 0.10
H -31.9120 -40.3707 22.7530 -0.15 -0.04 0.13 0.08
C -23.4777 -46.4654 30.5722 -0.90 0.66 1.28 -0.11
C -23.9504 -47.4385 29.5645 0.74 -1.05 -0.29 -0.35
O -23.3112 -47.1366 28.3471 -0.11 0.00 -1.02 -0.08
H -22.3984 -46.4868 30.7230 0.09 0.10 -0.40 0.08
H -23.8848 -46.6982 31.5562 -0.20 0.08 0.12 0.08
H -23.8458 -45.4830 30.2762 0.39 0.22 0.19 0.08
H -25.0229 -47.4789 29.3745 0.03 0.37 0.15 0.12
H -23.6444 -48.4378 29.8742 -0.17 -0.37 0.09 0.11
H -22.3730 -47.0680 28.5386 0.13 0.01 -0.16 0.08
C -23.0679 -40.7374 12.6879 1.07 -0.94 -0.59 -0.08
C -22.2586 -41.2534 11.4368 -0.62 1.40 1.49 -0.33
O -23.2170 -41.6216 10.5016 -0.55 -0.44 -1.39 -0.08
H -23.6577 -39.8481 12.4659 0.31 0.08 -0.13 0.07
H -22.3918 -40.5814 13.5285 -0.14 0.21 0.11 0.06
H -23.7828 -41.5172 12.9506 0.07 -0.08 0.09 0.07
H -21.5798 -42.0805 11.6447 -0.15 -0.12 0.32 0.10
H -21.6613 -40.4470 11.0112 0.29 0.14 0.27 0.10
H -23.0995 -41.0312 9.7538 -0.30 -0.26 -0.16 0.08
C -25.3841 -37.3538 28.9461 0.21 -0.27 0.11 -0.09
C -26.1884 -38.6544 28.7453 0.85 0.44 -0.13 -0.31
O -25.9163 -39.5156 29.8581 -0.28 0.45 -0.11 -0.09
H -25.6124 -36.8530 29.8869 -0.25 -0.17 0.04 0.07
H -25.4714 -36.6050 28.1588 -0.50 -0.24 -0.21 0.07
H -24.3154 -37.5669 28.9730 0.02 -0.30 0.11 0.07
H -25.8486 -39.1563 27.8394 0.13 0.05 -0.23 0.10
H -27.2499 -38.4629 28.5881 -0.18 0.10 0.40 0.10
H -26.4252 -40.3212 29.7415 -0.02 -0.08 0.01 0.08
C -20.6446 -49.4833 18.5215 0.92 -0.21 -1.80 -0.08
C -19.3233 -50.3151 18.5542 -0.70 1.47 1.26 -0.32
O -19.6650 -51.6122 18.9767 0.23 -0.63 -0.37 -0.08
H -21.1855 -49.9166 17.6802 -0.54 -0.33 0.30 0.07
H -20.5153 -48.4696 18.1425 0.32 0.30 0.56 0.06
H -21.2553 -49.5011 19.4242 0.30 -0.08 0.03 0.07
H -18.6194 -49.9199 19.2866 0.09 0.40 0.16 0.10
H -18.7588 -50.2783 17.6226 -0.52 -0.50 -0.25 0.11
H -20.0583 -51.4603 19.8392 -0.09 -0.41 0.12 0.08
C -18.8630 -41.4760 28.2165 0.37 -0.18 0.11 -0.09
C -17.6281 -42.1220 28.8415 0.44 -0.11 -0.52 -0.34
O -16.7814 -41.2931 29.6114 -0.04 0.60 0.19 -0.08
H -19.5526 -41.1487 28.9946 -0.20 0.02 -0.19 0.07
H -19.3198 -42.2142 27.5574 -0.33 -0.17 0.27 0.07
H -18.6294 -40.6508 27.5437 0.26 0.21 0.33 0.07
H -16.9642 -42.4520 28.0425 -0.13 -0.25 -0.10 0.11
H -17.8813 -42.9924 29.4468 -0.32 -0.19 -0.14 0.11
H -17.1990 -41.1055 30.4552 -0.07 0.06 0.05 0.08
C -21.8003 -36.5023 23.4130 0.01 1.09 -0.05 -0.09
C -20.6734 -36.1958 22.4499 0.37 -0.51 1.45 -0.38
O -21.0030 -36.6681 21.2041 -0.51 -0.48 -1.89 -0.07
H -21.5622 -36.0029 24.3522 -0.06 -0.22 0.23 0.07
H -21.9494 -37.5693 23.5785 0.01 0.11 -0.14 0.07
H -22.6984 -36.0168 23.0311 -0.25 -0.30 0.06 0.07
H -19.8142 -36.7600 22.8125 0.56 0.28 0.17 0.11
H -20.4313 -35.1352 22.3828 -0.06 0.18 0.43 0.11
H -20.3722 -36.2953 20.5838 -0.07 -0.16 -0.26 0.09
C -27.7088 -45.5678 16.8544 0.01 1.13 0.69 -0.08
C -28.9548 -44.7641 16.4214 0.36 -0.62 0.83 -0.32
O -29.9555 -45.6964 16.0678 -0.28 0.02 -0.97 -0.09
H -27.5566 -46.4226 16.1954 -0.11 -0.06 0.16 0.07
H -27.8009 -45.8467 17.9041 -0.20 -0.59 -0.17 0.07
H -26.7929 -44.9768 16.8494 0.03 0.22 -0.31 0.06
H -28.6712 -44.0401 15.6576 -0.34 -0.08 -0.42 0.10
H -29.4840 -44.2305 17.2110 0.77 0.31 0.32 0.11
H -29.6428 -46.1139 15.2618 -0.24 -0.32 -0.13 0.08
C -15.5594 -41.3947 20.9557 -2.03 -2.47 1.74 -0.14
C -15.0852 -40.1065 20.4975 0.31 -0.53 -2.15 -0.30
O -14.1710 -40.4972 19.4486 1.72 1.29 0.22 -0.10
H -14.8189 -42.1485 21.2233 0.58 0.58 0.17 0.08
H -16.1403 -41.9469 20.2169 -0.18 0.37 -0.41 0.08
H -16.2320 -41.3156 21.8097 -0.12 0.07 0.27 0.07
H -14.6071 -39.5427 21.2987 0.45 0.10 -0.49 0.12
H -15.9008 -39.5379 20.0507 -0.03 0.35 0.28 0.11
H -14.5396 -40.7538 18.6000 -0.70 0.24 0.38 0.08
C -26.6102 -36.5469 16.9596 -0.16 1.15 0.11 -0.08
C -26.2228 -35.1013 17.4066 -0.29 -0.65 0.24 -0.31
O -27.1960 -34.0965 17.1103 0.25 -0.36 -0.63 -0.09
H -25.8763 -37.2786 17.2975 -0.05 0.06 0.13 0.07
H -26.7100 -36.6395 15.8782 0.15 0.21 -0.05 0.07
H -27.5943 -36.7729 17.3703 0.03 -0.26 0.18 0.06
H -25.2645 -34.8205 16.9696 -0.20 0.24 -0.12 0.11
H -26.1250 -35.0485 18.4909 0.45 -0.49 0.16 0.10
H -27.9961 -34.3658 17.5673 -0.16 0.10 -0.01 0.07

---

# 2
150
Properties=species:S:1:pos:R:3:forces:R:3:lowdin_charge:R:1 method="wB97M-V/def2-TZVPD" e_tot_ha=-3453.7604 total_charge=0 lumo_ev=0.06
C -3.1988 16.2125 20.6134 1.30 -0.62 0.01 -0.24
C -4.6841 16.3887 20.3768 0.59 -0.95 0.11 -0.28
O -5.0950 17.6929 20.6016 -0.51 0.62 -0.14 -0.04
O -2.3314 17.0123 19.8069 -0.63 0.21 -0.88 -0.07
H -2.9715 15.1723 20.3804 0.02 -0.31 -0.05 0.11
H -2.8555 16.3480 21.6390 -0.75 0.09 0.32 0.12
H -5.1968 15.6550 20.9988 -0.08 0.29 0.63 0.12
H -5.0108 16.0598 19.3902 0.48 0.04 -0.46 0.12
H -4.9330 18.0767 19.7367 -0.11 0.80 0.19 0.09
H -1.6610 17.4827 20.3077 -0.30 -0.16 0.28 0.08
C -6.0120 20.4993 27.7502 0.01 2.27 0.58 -0.22
C -4.9007 19.9308 26.8950 -0.10 -0.45 0.49 -0.25
O -5.4438 18.7779 26.2953 0.27 -0.57 -1.19 -0.07
O -6.3216 21.8753 27.4446 0.07 0.22 -0.26 -0.09
H -5.6691 20.6110 28.7789 -0.20 -0.61 0.18 0.11
H -6.9516 19.9528 27.6693 0.46 -0.57 0.15 0.12
H -4.0484 19.6221 27.5002 -0.02 -0.07 0.25 0.11
H -4.4785 20.6249 26.1683 -0.41 0.29 -0.02 0.12
H -5.4722 18.9645 25.3540 -0.13 -0.41 -0.12 0.08
H -7.0766 21.9260 26.8538 0.05 -0.11 -0.08 0.07
C -8.7646 21.8644 14.9742 0.34 -0.41 -0.55 -0.21
C -8.4145 23.1475 14.1909 -0.31 -0.24 0.71 -0.24
O -8.5656 22.9973 12.7790 0.15 -0.17 0.39 -0.06
O -7.5821 21.0331 15.2058 -1.29 0.92 0.10 -0.08
H -9.5276 21.2553 14.4896 0.16 0.05 -0.89 0.11
H -9.3460 22.0708 15.8728 1.05 0.30 0.67 0.11
H -7.3985 23.4482 14.4470 0.20 -0.28 0.01 0.12
H -9.0237 23.9668 14.5727 -0.44 0.08 -0.23 0.11
H -7.8270 23.4520 12.3676 -0.07 -0.02 -0.14 0.08
H -7.3599 20.7309 14.3222 0.23 -0.24 -0.06 0.08
C -10.5251 13.9234 11.6504 1.58 -0.62 -1.53 -0.26
C -9.2369 13.4318 12.4116 -2.00 -0.09 -0.71 -0.24
O -8.9975 14.2584 13.5108 0.70 0.33 0.38 -0.06
O -11.7495 13.6278 12.2424 -0.51 -0.07 1.29 -0.06
H -10.5607 13.4736 10.6582 0.53 -0.38 -0.24 0.11
H -10.3918 14.9787 11.4124 -0.06 0.39 0.55 0.11
H -8.3976 13.4211 11.7162 0.09 0.61 0.09 0.11
H -9.3283 12.3879 12.7115 -0.34 -0.19 0.11 0.11
H -9.6422 14.0665 14.1957 -0.10 -0.03 0.00 0.09
H -12.4158 13.5026 11.5627 0.12 0.05 0.07 0.09
C -3.6162 10.4302 16.0658 0.33 -1.10 -0.94 -0.22
C -4.5585 9.2077 16.0974 0.46 -0.56 -0.45 -0.20
O -3.9133 7.9047 15.8751 -0.21 1.27 0.54 -0.09
O -3.3219 10.7916 14.6924 -0.49 -0.14 0.62 -0.08
H -2.6698 10.0927 16.4883 0.06 0.14 0.53 0.11
H -3.9932 11.2946 16.6123 -0.25 -0.18 0.08 0.12
H -5.3264 9.2817 15.3273 -0.09 0.40 0.03 0.11
H -5.0430 9.1278 17.0706 0.09 0.04 0.00 0.11
H -3.1668 8.0315 15.2850 0.01 0.10 -0.20 0.07
H -2.9760 11.6866 14.7246 0.09 0.04 -0.21 0.08
C -12.1537 19.9350 22.4668 -2.72 0.37 -0.56 -0.33
C -11.3282 20.2265 23.6331 0.13 -0.61 0.86 -0.27
O -10.6260 21.4444 23.4849 0.60 -0.24 0.31 -0.05
O -11.4577 19.4512 21.3936 1.22 -0.51 -1.20 -0.03
H -12.6975 20.8386 22.1914 -0.03 0.64 -0.18 0.12
H -12.9900 19.2543 22.6256 0.17 -0.43 0.61 0.13
H -10.6304 19.3901 23.6732 0.60 0.28 0.32 0.13
H -11.9318 20.1315 24.5357 0.00 0.52 0.30 0.12
H -11.2407 22.1684 23.3449 -0.22 -0.06 0.00 0.09
H -10.5425 19.6985 21.5444 0.27 0.02 -0.44 0.09
C -10.6207 13.8145 26.0088 0.02 -0.62 0.37 -0.22
C -11.8882 13.8551 26.8834 0.74 0.14 0.56 -0.25
O -12.9875 13.1211 26.3618 0.58 0.09 0.10 -0.05
O -10.1555 12.4290 26.0177 -0.53 1.15 -0.35 -0.07
H -9.8015 14.4598 26.3260 -0.19 0.11 0.86 0.11
H -10.8005 14.2425 25.0226 -0.42 -0.65 -0.59 0.11
H -12.2216 14.8481 27.1847 0.17 0.54 -0.66 0.11
H -11.5861 13.4556 27.8515 -0.22 -0.67 -0.07 0.11
H -12.9820 13.2720 25.4138 -0.17 -0.08 -0.17 0.08
H -9.2080 12.4331 25.8633 0.04 0.00 -0.08 0.08
C -11.8780 12.6331 19.4757 -1.14 -1.21 1.04 -0.29
C -13.3950 12.6131 19.6898 -0.63 0.85 0.66 -0.19
O -13.7842 13.6784 20.6660 1.06 -1.06 -1.18 -0.09
O -11.4655 13.7938 18.8732 0.60 1.04 -0.79 -0.04
H -11.6262 11.7916 18.8303 -0.05 0.05 -0.23 0.12
H -11.3515 12.4373 20.4098 0.01 0.11 0.32 0.12
H -13.8144 11.6615 20.0164 0.47 -0.20 0.36 0.11
H -13.8460 12.7663 18.7094 -0.15 0.55 -0.04 0.11
H -14.7352 13.6882 20.7967 -0.04 -0.19 -0.23 0.07
H -11.6096 14.5352 19.4658 -0.12 0.06 0.10 0.09
C -0.0773 14.1150 28.5188 0.71 0.29 1.48 -0.26
C 1.0091 15.0114 29.1739 -1.58 0.83 -0.15 -0.26
O 2.3449 14.6026 29.0385 0.02 -0.65 -0.32 -0.05
O 0.0577 14.0402 27.1272 0.26 -0.30 0.12 -0.05
H -1.0462 14.5254 28.8031 0.00 0.20 -0.20 0.12
H -0.0399 13.1153 28.9516 0.02 -0.23 0.11 0.12
H 0.7459 15.1747 30.2190 0.02 -0.37 0.34 0.11
H 0.8102 15.9828 28.7211 0.43 0.26 -0.28 0.11
H 2.9159 15.3627 28.9050 -0.15 0.01 -0.02 0.09
H 0.7955 13.4261 27.1126 0.27 -0.04 -1.09 0.08
C 3.4086 21.3471 17.6380 2.00 0.67 0.10 -0.24
C 4.6648 22.1365 18.0341 -1.14 1.43 -0.43 -0.27
O 5.0862 21.7612 19.3191 0.41 -0.84 0.55 -0.06
O 3.8527 20.0138 17.5467 -0.99 -0.55 -0.25 -0.06
H 3.0680 21.6998 16.6645 -0.02 -0.24 -0.06 0.12
H 2.6419 21.5815 18.3765 -0.24 -0.54 0.17 0.12
H 4.3810 23.1858 18.1151 0.05 0.36 -0.34 0.11
H 5.4586 22.0401 17.2934 -0.07 -0.20 -0.08 0.12
H 6.0417 21.6690 19.3161 -0.03 0.00 0.11 0.09
H 4.3399 19.8420 18.3559 0.04 -0.11 0.24 0.07
C -3.6540 9.3783 24.0854 1.22 -1.08 0.59 -0.27
C -3.6875 8.1250 24.9652 0.51 -0.44 1.22 -0.20
O -3.1144 8.3525 26.3313 -0.73 0.19 -1.96 -0.09
O -4.2219 10.4781 24.7267 -0.54 0.47 -0.33 -0.04
H -4.0874 9.1418 23.1137 -0.77 0.11 0.15 0.12
H -2.6149 9.5334 23.7949 0.31 0.39 0.34 0.11
H -3.1014 7.3246 24.5135 0.26 0.11 -0.33 0.10
H -4.6840 7.6906 25.0453 -0.30 0.44 0.24 0.11
H -3.4155 7.6115 26.8621 0.00 0.00 0.06 0.07
H -3.5368 11.0515 25.0780 0.04 -0.17 0.04 0.09
C -5.0950 25.3603 19.7910 -1.63 -0.36 -0.26 -0.26
C -3.8590 24.5150 19.6812 0.36 0.38 -0.27 -0.26
O -2.7186 25.1194 20.2388 0.32 0.14 0.48 -0.06
O -5.1395 26.5782 19.0563 1.10 0.15 -0.16 -0.07
H -5.3527 25.5526 20.8325 0.30 -0.05 0.22 0.12
H -5.9004 24.7567 19.3724 -0.22 -0.46 0.18 0.11
H -3.6078 24.2281 18.6602 -0.43 0.03 -0.34 0.12
H -4.0603 23.5912 20.2236 0.05 0.04 0.13 0.12
H -2.6329 25.9792 19.8205 0.11 0.16 -0.01 0.08
H -5.8958 27.0865 19.3583 0.05 -0.04 0.04 0.08
C 3.6998 11.5558 18.9036 1.43 0.50 0.35 -0.24
C 5.1956 11.3243 19.2646 -0.27 0.14 -0.47 -0.24
O 5.7362 10.0881 18.8368 -0.26 -0.88 -0.15 -0.08
O 2.8678 11.0714 19.9535 -0.13 -0.16 -0.78 -0.06
H 3.4893 11.2089 17.8920 -0.19 -0.74 0.15 0.12
H 3.5436 12.6285 18.7899 -0.01 0.20 0.50 0.11
H 5.2922 11.4018 20.3475 -0.01 0.37 0.01 0.12
H 5.8472 12.0290 18.7479 -0.32 0.62 0.23 0.11
H 5.9090 9.5103 19.5837 -0.15 0.06 0.00 0.08
H 2.5416 10.2133 19.6726 -0.10 -0.10 0.17 0.08
C 5.4217 16.8564 22.8446 1.52 0.08 1.06 -0.25
C 3.8819 16.8620 22.8399 1.56 0.44 -0.46 -0.22
O 3.4552 18.1811 22.4869 -0.11 -0.77 0.14 -0.06
O 6.0542 17.1523 21.5941 -1.33 -0.08 -0.94 -0.08
H 5.8846 15.9568 23.2502 -0.59 -0.63 -0.10 0.11
H 5.8122 17.6098 23.5287 -0.57 0.39 0.41 0.11
H 3.5269 16.6145 23.8403 0.05 0.11 0.03 0.12
H 3.5394 16.0804 22.1618 -0.30 0.17 -0.29 0.11
H 4.2039 18.5332 22.0001 -0.10 0.36 -0.33 0.06
H 7.0039 17.2744 21.6634 -0.13 -0.07 0.47 0.08
C -2.0978 18.1579 13.1025 0.91 -0.35 -0.70 -0.24
C -2.6124 17.9719 11.6666 -0.93 -0.28 2.24 -0.22
O -4.0344 17.8021 11.7980 0.39 0.48 -1.21 -0.08
O -2.3978 16.9750 13.8725 0.05 0.48 -0.80 -0.07
H -2.4666 19.0758 13.5603 -0.46 -0.14 -0.01 0.12
H -1.0338 18.3227 12.9326 0.53 -0.30 0.65 0.11
H -2.1499 17.0965 11.2106 0.05 -0.09 -0.04 0.11
H -2.3070 18.8620 11.1165 -0.64 0.02 -0.22 0.12
H -4.1496 17.0895 12.4309 0.01 -0.12 0.16 0.07
H -2.2201 17.0913 14.8087 0.08 0.30 -0.05 0.09

---

| no. | highest occupied orbital energy (eV) |
| --- | --- |
| 1 | -10.08 |
| 2 | -9.84 |